Below is a 7-piece molecular cluster, C63H133N7O7 overall in a non-equilibrium geometry, with properties calculated with the ωB97M-V functional and the def2-TZVPD basis.

orbital gap = 8.062 eV
charge = 0
ΔE to the lowest compared entry with this formula, charge and spin = 239.3 kcal/mol
highest occupied orbital energy = -7.7 eV
electronic energy = -3389.5378 a.u.

```
210
C63H133N7O7 (the ωB97M-V functional and the def2-TZVPD basis)
H -0.971 6.195 -12.845
H 3.818 4.145 6.078
H -2.565 6.425 -10.999
C 6.324 5.264 9.290
H 8.484 4.690 9.869
C -4.510 -10.891 4.113
H 1.005 -2.247 -1.807
H -1.922 1.855 -13.577
H 1.981 3.227 -9.920
H -6.553 4.754 -5.794
H 1.489 4.680 -8.959
H -2.507 -1.246 2.762
C 7.535 5.036 10.279
C -2.029 -1.487 -0.635
O 0.439 2.205 -12.121
H 4.766 6.814 7.405
H -9.049 3.768 -9.028
H -5.462 -9.993 6.340
H -7.159 -8.567 4.458
H 10.732 4.737 -6.867
H -10.389 6.052 -6.471
O -6.917 -12.671 4.149
C -6.229 -10.604 5.863
H -2.660 -0.806 -1.206
C 9.403 2.862 -5.025
C -0.115 3.926 -10.505
C -0.762 5.368 -10.252
H -6.472 -7.795 2.022
H -7.822 -12.897 4.377
C -10.075 3.703 -8.667
H 12.675 4.102 -2.832
C 6.624 6.733 8.596
H 0.710 4.689 -14.169
C -0.508 -4.480 10.355
O 12.178 4.675 -3.421
H 2.338 -0.678 -0.455
H 7.328 4.381 11.125
H -10.458 2.778 -9.097
H 2.082 -2.050 1.849
H -5.437 -8.289 4.244
H -2.660 2.487 -12.121
O -0.094 -0.700 2.413
N -9.255 4.643 -6.432
H 3.523 -6.882 8.811
H 0.102 -3.423 -0.890
H 10.698 6.696 -3.184
H 5.100 5.973 10.923
C 1.986 -5.444 9.114
H -7.353 2.665 -5.555
C 5.874 4.285 6.934
H -1.310 -2.374 -2.435
C 9.778 6.119 -3.086
H -9.107 4.890 -3.044
N 0.054 3.580 -11.954
H -9.724 5.959 -4.253
H 2.285 -4.108 12.357
H 9.017 3.034 -6.030
N 1.597 -5.883 10.446
H -0.748 4.585 -15.059
H 0.011 -5.935 8.441
H -6.883 4.971 -4.160
H 6.367 7.480 9.347
C -8.681 -11.892 1.874
C -2.086 5.456 -11.135
H -7.300 6.315 -5.304
H 9.577 4.729 -0.675
H 0.610 -3.040 8.997
H -2.160 1.057 -0.600
H 7.424 2.746 -3.928
H 11.657 2.850 -6.656
H 4.151 2.927 7.314
H 2.539 -3.419 9.674
H -1.151 3.188 -8.707
H 2.052 -7.358 11.324
H -0.855 -3.626 8.343
H 0.755 -3.934 13.024
C 10.428 4.933 -5.839
C 10.472 4.552 -1.272
H 11.930 1.837 -5.123
H 7.554 3.003 6.216
H 1.607 0.327 0.743
H -0.800 5.675 -9.206
H -3.196 -2.158 1.629
H 11.190 5.316 -0.973
H -4.251 -10.911 3.055
C -9.561 4.904 -4.035
H -12.096 4.758 -6.659
H 7.062 5.788 5.778
H -0.492 -6.906 11.499
C 5.848 6.860 7.279
H -11.899 3.444 -5.658
H -7.175 -10.314 6.319
C 8.261 3.409 -4.146
H -5.907 -12.790 1.356
H -10.602 4.550 -9.106
C -6.271 -8.918 3.933
H 8.960 2.871 -2.159
H -2.537 5.502 -13.111
H 7.883 5.952 10.756
C 9.994 4.657 -2.742
H 2.266 -3.015 0.556
C -0.034 -6.126 12.107
H 6.061 7.860 6.899
C 2.814 -4.227 8.996
H 5.413 5.971 5.455
C -10.154 3.610 -7.158
H 2.835 -3.616 8.094
C 6.495 3.184 6.031
C 0.241 -2.352 -1.036
C -9.387 2.034 -5.301
C 8.758 3.807 -2.681
C -8.666 4.390 -5.148
H -10.557 4.461 -4.008
H -4.337 -11.916 4.441
H 1.921 -7.501 8.361
H 3.007 -6.270 7.417
H 0.914 0.119 -0.898
N 11.017 4.110 -3.639
C 10.653 3.758 -5.020
H -8.746 2.017 -7.287
H -1.967 2.769 -10.176
H -0.865 -3.552 10.802
C -11.651 3.763 -6.670
C -1.582 5.321 -12.619
H -9.505 -11.192 2.015
C -0.029 -3.923 8.988
H 0.679 -6.460 12.861
H -10.234 2.256 -4.653
C 1.252 -3.940 12.054
H -2.598 -2.415 -0.599
C 4.325 3.964 7.025
C -9.687 2.202 -6.769
O 6.407 3.008 8.810
C -7.433 -9.714 1.908
C 0.698 -5.125 11.260
H 4.189 5.803 9.497
H 7.866 4.336 -4.561
H -2.951 3.248 -13.620
H 12.702 3.341 -5.264
C -0.976 2.852 -9.729
C -8.201 2.903 -4.913
N 6.503 4.193 8.241
H -1.149 -5.357 10.266
C -1.779 0.789 0.385
C -0.966 3.881 -12.916
H -2.908 4.790 -10.870
N -6.987 -11.364 3.729
C -0.195 4.089 -14.262
H 9.579 1.788 -4.970
H 10.759 3.530 -1.027
H -0.292 -1.392 3.048
H 1.040 -3.491 1.476
H 11.125 5.662 -5.427
H -5.398 -9.281 2.028
H 5.994 2.218 6.084
C 11.796 2.820 -5.575
C 0.690 -5.093 8.306
C -2.156 2.776 -13.043
C -6.312 -8.809 2.388
H -2.115 1.453 1.182
H 9.133 6.584 -2.341
C 5.011 5.338 10.041
H 9.062 6.162 -3.906
C -2.854 -1.129 1.736
H -0.707 0.990 0.396
H -9.116 0.978 -5.303
O 2.516 -6.551 11.090
C -6.100 -11.726 1.215
C 1.322 4.092 -9.861
H 3.843 -4.527 9.194
C -1.777 -0.794 0.697
H -8.758 -12.751 2.541
H 1.896 4.721 -10.542
H 4.585 4.464 10.534
C -7.234 -11.237 2.236
H -8.379 -9.420 2.361
H -0.828 -5.581 12.617
H -12.364 3.223 -7.294
H 9.406 5.308 -5.886
C 6.091 5.704 6.266
H 0.797 -5.042 7.222
O -9.492 5.968 -6.803
C 2.570 -6.625 8.350
H -0.740 1.796 -9.855
H -5.204 -11.122 1.071
C 0.603 -1.633 0.339
H -6.519 -11.667 0.210
N -0.553 -1.356 1.217
H -3.748 -0.514 1.836
C 1.370 -0.386 -0.046
C -6.032 -10.487 4.374
H 3.791 4.585 7.744
H 6.968 2.525 8.199
H 0.258 3.157 -14.602
H -10.376 1.404 -7.045
H -6.183 -11.597 6.312
C -7.279 5.238 -5.140
H 6.377 3.513 4.998
C 1.453 -2.550 1.113
H -0.644 -0.743 -2.198
H -3.798 -10.232 4.610
H 1.023 -2.992 11.567
H 7.680 6.745 8.324
H -7.684 -9.557 0.859
C -0.940 -1.664 -1.696
H 7.927 4.301 -2.177
H -7.974 2.673 -3.872
H 0.742 2.197 -13.032
H -0.120 6.191 -10.564
H -8.737 -12.233 0.840
```

Atomic partial charges in e from the Löwdin method, atoms 1 to 2:
1 H 0.11
2 H 0.08